# 1
Below is a 2-piece molecular cluster, C5H11N3O7P2 overall at a distorted geometry, with properties calculated with wB97M-V/def2-TZVPD.

Last column: natural (NBO) charge in e.
CARTESIAN COORDINATES (ANGSTROEM)
C -2.392359 2.405777 2.242325  -0.444
C -2.332545 1.355873 1.618590  0.213
N -2.235416 0.245545 0.712293  -0.659
C -1.428563 -0.857189 1.346237  0.076
N -2.124775 -2.002517 1.704541  -0.916
N 0.000115 -0.637743 1.468784  -0.521
O 0.695597 -1.130586 0.337990  -0.476
C 0.975116 0.048412 -0.500184  -0.080
C 0.511766 -0.278860 -1.980999  -0.652
P 0.663842 -1.269054 2.951748  1.412
O 0.811993 -2.980785 2.915434  -1.039
O -0.216414 -0.743926 4.310516  -0.987
H -2.414819 3.334802 2.851127  0.229
H -3.186805 -0.109170 0.539607  0.372
H -1.964084 -2.881188 1.190770  0.343
H -2.854035 -1.973967 2.428798  0.338
H 0.407698 0.934801 -0.099199  0.206
H 2.094598 0.179001 -0.491361  0.177
H 0.682445 0.640649 -2.663861  0.264
H 1.090609 -1.139108 -2.446300  0.198
H -0.607579 -0.457099 -1.991861  0.197
H 1.146215 -3.232680 2.027740  0.495
H -1.088110 -1.197599 4.366129  0.469
O 4.032937 1.665747 -5.061911  -0.920
P 2.753568 2.349679 -4.567722  2.409
O 1.569304 1.384235 -4.713840  -0.901
O 2.499080 3.610020 -5.401534  -0.918
O 2.910621 2.736930 -3.093858  -0.882

Cartesian forces (eV/Å) of the 6 atoms listed first:
0.034 -0.104 0.209
-0.314 -0.107 -1.240
0.227 1.115 2.408
1.032 1.566 0.554
-0.040 -0.786 -0.101
-4.828 -1.202 2.230

Values from the calculation:
- Kohn-Sham gap: 1.876 eV
- HOMO energy: 0.5 eV
- Charge: -2
- Relative energy (zero: lowest compared OMol25 entry of this formula, charge and spin): 58.1 kcal/mol
- Electronic energy: -1570.528282 hartree

***

# 2
Below is an isolated molecule of C4H8O, with properties calculated with wB97M-V/def2-TZVPD.

Last column: natural (NBO) charge in e.
CARTESIAN COORDINATES (ANGSTROEM)
C -1.526791 -0.015946 -0.016573  -0.614
C -0.158387 0.622015 -0.172957  -0.258
C 0.862623 0.330982 0.906997  -0.454
C 1.140785 -0.067533 -0.509411  0.097
O 1.272703 -1.394569 -0.920357  -0.695
H -2.105057 0.600743 0.683260  0.220
H -1.483929 -1.018904 0.426246  0.200
H -2.101757 -0.073046 -0.947414  0.212
H 0.416737 -1.828238 -0.844194  0.468
H -0.216035 1.647086 -0.534838  0.213
H 1.424654 1.137055 1.367765  0.215
H 0.587788 -0.477682 1.582033  0.211
H 1.886660 0.538031 -1.020556  0.185

Cartesian forces (eV/Å) of the 6 atoms listed first:
0.007 -0.068 -0.033
-0.067 0.110 -0.011
0.108 0.017 0.207
0.038 0.351 -0.003
-0.301 -0.190 0.116
0.064 -0.147 -0.126

Values from the calculation:
- Kohn-Sham gap: 10.427 eV
- Structure (SMILES): C[C@H]1C[C@H]1O
- HOMO energy: -9.4 eV
- Relative energy (zero: lowest compared OMol25 entry of this formula, charge and spin): 27.6 kcal/mol
- Electronic energy: -232.401624 hartree

***

# 3
Below is CHBrCl2 as an isolated structure at a distorted geometry, with properties calculated with wB97M-V/def2-TZVPD.

Last column: natural (NBO) charge in e.
CARTESIAN COORDINATES (ANGSTROEM)
C 1.948641 -0.007157 -1.379997  -0.412
Cl 0.913183 1.284414 -1.426378  0.133
Cl -1.561576 -1.589205 -0.587475  -0.227
Br 1.616127 -1.312009 -0.149963  0.261
H 2.619076 -0.271467 -2.333106  0.246

Forces on the atoms, in the same order (eV/Å):
1.817 -1.072 -2.317
-0.207 0.570 -0.146
0.476 0.013 0.036
-0.337 -0.193 0.014
-1.749 0.681 2.413

Values from the calculation:
- Kohn-Sham gap (spin up / spin down): 5.126 / 10.069 eV
- HOMO energy (spin up / spin down): -8.6 / -11.1 eV
- Relative energy (zero: lowest compared OMol25 entry of this formula, charge and spin): 59.1 kcal/mol
- Electronic energy: -3532.971092 hartree

***

# 4
Below is an isolated molecule of C22H20N4O3 at a distorted geometry, with properties calculated with wB97M-V/def2-TZVPD.

Last column: natural (NBO) charge in e.
CARTESIAN COORDINATES (ANGSTROEM)
O 1.905255 -0.562513 -0.497125  -0.649
N 2.712644 1.210227 4.661329  -0.228
N -3.000214 0.060732 -0.976008  -0.144
O -3.975717 0.063433 0.064885  -0.295
O 1.186841 -2.635183 -1.250426  -0.476
C 1.121618 -1.292556 -1.110876  0.889
C 1.675365 1.854858 5.133990  0.163
C -1.862212 0.438499 -0.434223  0.227
C -3.396024 0.572590 1.203383  0.141
C -2.042425 0.792606 0.981743  -0.182
C -0.222101 -1.178194 -6.698801  -0.206
C 0.615500 -2.099843 -6.054818  -0.203
C -1.240274 -0.541328 -6.000616  -0.225
C -1.507124 2.120625 3.035108  -0.226
C -0.667328 2.416028 4.102991  -0.171
C 0.190703 0.746626 2.039507  -0.240
C 0.467717 -2.292075 -4.708558  -0.215
C -1.414359 -0.799197 -4.626826  -0.155
C -1.088467 1.260185 1.991806  -0.061
C 0.591235 1.827363 4.152153  -0.155
C 1.073322 1.057976 3.112780  0.208
C -0.536941 -1.632444 -3.976738  -0.055
N 2.349879 0.709999 3.437692  -0.201
N -0.018849 -0.794333 -1.669728  -0.449
C 1.655689 2.584555 6.431943  -0.647
C 3.223543 -0.004050 2.509828  -0.410
C -0.620036 0.491869 -1.307109  -0.270
C -0.096174 -3.027675 -1.787268  -0.079
C -0.685939 -1.817296 -2.438885  -0.100
H -3.872131 0.780185 2.181737  0.228
H -0.046883 -1.007544 -7.750725  0.214
H 1.402253 -2.582996 -6.625065  0.217
H -1.843693 0.172972 -6.533609  0.217
H -2.559664 2.478751 3.012963  0.206
H -1.019221 3.024958 4.922158  0.217
H 0.463693 0.018003 1.324461  0.224
H 1.232093 -2.871603 -4.219752  0.214
H -2.219168 -0.294586 -4.054556  0.215
H 2.108584 3.561048 6.280877  0.227
H 0.661715 2.715819 6.863422  0.219
H 2.249134 2.005209 7.174167  0.234
H 4.235544 0.075382 2.880474  0.224
H 3.220417 0.471268 1.544113  0.226
H 2.909329 -1.071779 2.450672  0.208
H 0.125430 1.086116 -0.775592  0.261
H -0.844946 1.036134 -2.215908  0.226
H -0.796267 -3.404933 -1.034523  0.196
H -0.044913 -3.865068 -2.536739  0.206
H -1.756431 -1.858822 -2.209707  0.233

Cartesian forces (eV/Å) of the 6 atoms listed first:
-0.563 -1.982 -0.899
-0.178 -0.342 -0.370
0.022 -0.117 1.428
0.888 1.088 0.592
-0.416 0.072 -0.369
0.687 2.608 1.758

Values from the calculation:
- Kohn-Sham gap: 8.721 eV
- Structure (SMILES): Cc1nn(C)c2cc(-c3conc3CN3C(=O)OC[C@@H]3c3ccccc3)ccc12
- HOMO energy: -8.1 eV
- Relative energy (zero: lowest compared OMol25 entry of this formula, charge and spin): 65.8 kcal/mol
- Electronic energy: -1295.045661 hartree

***

# 5
Below is C34H26F3MnN2O2SbSe3Te as an isolated structure, with properties calculated with wB97M-V/def2-TZVPD.

Last column: Mulliken charge in e.
CARTESIAN COORDINATES (ANGSTROEM)
Mn 1.786403 -1.496855 0.331085  1.409
O 1.692780 0.340263 -0.828768  -0.352
C 2.308257 1.457755 -0.677156  0.526
C 1.989955 2.536083 -1.554314  -0.406
C 2.492036 3.798966 -1.390710  -0.345
C 3.392647 4.081971 -0.350786  -0.839
C 3.787920 3.042938 0.459326  -0.793
C 3.301889 1.730437 0.320714  0.542
C 3.943599 0.728569 1.146129  -0.498
N 3.772335 -0.527829 1.113341  0.241
C 4.643068 -1.355630 1.942765  -0.822
C 4.150394 -2.810801 1.954393  -0.878
N 2.721925 -2.775379 2.042522  0.592
C 2.072802 -3.257065 3.017056  -0.428
C 0.674662 -2.976032 3.286095  0.260
C -0.032910 -3.863138 4.104260  -0.539
C -1.340150 -3.645232 4.480858  -0.756
C -1.962377 -2.463760 4.051889  -0.504
C -1.289687 -1.552776 3.276832  -0.341
C 0.052026 -1.760287 2.837439  0.547
O 0.635405 -0.862325 2.122197  -0.686
H 1.292538 2.308876 -2.350605  0.286
H 2.182254 4.586174 -2.070127  0.392
H 3.777243 5.082496 -0.200759  0.335
H 4.518415 3.225893 1.242957  0.302
H 4.706768 1.139875 1.829676  0.200
H 4.681365 -0.965223 2.967819  0.444
H 5.662368 -1.336748 1.540410  0.387
H 4.614039 -3.342346 2.798538  0.440
H 4.429331 -3.307722 1.022306  0.018
H 2.590707 -3.901736 3.746814  0.136
H 0.478384 -4.763993 4.431158  0.324
H -1.870993 -4.364992 5.090663  0.352
H -2.990432 -2.261303 4.336186  0.369
H -1.768112 -0.634874 2.950432  0.409
Se -0.017558 -3.379389 -0.410377  -0.274
Se 1.008604 -5.416686 -0.122585  -0.443
Te 3.346009 -4.957157 -1.230673  -0.366
Se 3.104476 -2.561697 -1.692542  -0.484
F -7.637657 0.140165 -0.510105  -0.360
C -6.278805 0.090505 -0.585177  0.436
C -5.592198 -0.695884 0.313316  -0.637
C -4.204168 -0.739098 0.224599  -0.532
C -3.515216 -0.007212 -0.740725  0.076
C -4.256433 0.765193 -1.634633  -0.023
C -5.643432 0.824788 -1.565596  -0.783
Sb -1.351241 -0.116121 -0.739433  -0.047
C -1.085022 1.978866 -0.304098  0.251
C -0.390504 2.226280 0.886124  -0.210
C -0.134758 3.521952 1.314112  -0.648
C -0.584184 4.569520 0.538378  0.363
F -0.332127 5.844997 0.938584  -0.399
C -1.283313 4.374472 -0.632773  -0.826
C -1.530305 3.068129 -1.043722  -0.040
C -1.185793 -0.105308 -2.887746  0.872
C -1.283603 -1.353406 -3.505438  -0.723
C -1.205909 -1.479519 -4.886070  -0.657
C -1.017885 -0.338841 -5.638517  0.356
F -0.944858 -0.447328 -6.992989  -0.371
C -0.882234 0.907805 -5.068541  -0.792
C -0.964570 1.012508 -3.683553  0.006
H -6.133824 -1.263664 1.058152  0.441
H -3.653231 -1.362134 0.921717  0.506
H -3.749304 1.320076 -2.416012  0.193
H -6.228114 1.419391 -2.255537  0.429
H -0.009286 1.395896 1.474288  0.287
H 0.426549 3.718811 2.217723  0.464
H -1.617139 5.227719 -1.209500  0.422
H -2.104557 2.919077 -1.953461  0.091
H -1.376850 -2.252307 -2.902893  0.206
H -1.260637 -2.445532 -5.369455  0.434
H -0.703019 1.771613 -5.695417  0.445
H -0.824753 1.989270 -3.230061  0.015

Cartesian forces (eV/Å) of the 6 atoms listed first:
0.062 -0.054 0.426
0.095 -0.151 0.419
-0.077 -0.150 -0.007
-0.088 0.015 -0.002
0.070 0.014 0.104
-0.054 0.044 -0.061

Values from the calculation:
- Spin multiplicity: 6
- Kohn-Sham gap (spin up / spin down): 4.739 / 4.899 eV
- <S²>: 8.757
- HOMO energy (spin up / spin down): -0.5 / -0.7 eV
- Charge: -2
- Relative energy (zero: lowest compared OMol25 entry of this formula, charge and spin): 7.5 kcal/mol
- Electronic energy: -10734.565796 hartree

***

# 6
Below is an isolated molecule of C6H6ClNO2S at a distorted geometry, with properties calculated with wB97M-V/def2-TZVPD.

Last column: natural (NBO) charge in e.
CARTESIAN COORDINATES (ANGSTROEM)
C -2.719795 -1.334987 1.963991  0.156
C -3.486081 -2.556969 1.983295  -0.468
C -1.147457 0.266676 1.307721  0.669
C 1.004416 -0.420009 0.043401  -0.386
C -0.027926 -0.293014 -0.957625  -0.405
C -0.159205 0.562993 0.270191  -0.333
N -1.973010 -0.841220 1.073048  -0.492
O -5.281761 -4.400074 1.962956  -0.869
O -1.305220 0.953684 2.281269  -0.537
S -4.961622 -3.043070 1.581665  1.237
Cl -2.338890 -3.780379 2.494717  0.071
H -2.726306 -0.815574 3.014506  0.199
H 1.236430 -1.315369 0.623725  0.226
H 2.078207 0.054239 -0.036436  0.227
H 0.224779 0.063547 -1.882458  0.219
H -0.830785 -0.945611 -1.076158  0.242
H 0.100475 1.593538 0.313115  0.244

Cartesian forces (eV/Å) of the 6 atoms listed first:
0.780 3.528 2.413
1.319 -2.150 -0.495
-0.534 0.319 0.676
3.286 0.185 1.404
-0.298 0.393 0.640
0.856 -0.503 0.084

Values from the calculation:
- Kohn-Sham gap: 9.022 eV
- HOMO energy: -9.9 eV
- Relative energy (zero: lowest compared OMol25 entry of this formula, charge and spin): 47.6 kcal/mol
- Electronic energy: -1295.712704 hartree